Entry 1:
{"formula": "C21H21CrN4O5S2Se", "method": "the ωB97M-V functional and the def2-TZVPD basis", "symbols": ["Cr", "N", "C", "S", "N", "N", "C", "C", "C", "C", "C", "C", "N", "H", "H", "H", "H", "H", "H", "H", "O", "S", "C", "C", "C", "C", "C", "C", "C", "C", "C", "C", "C", "C", "C", "C", "H", "H", "H", "H", "H", "H", "H", "H", "H", "H", "H", "H", "H", "H", "O", "Se", "O", "O", "O"], "coordinates": [[2.405, 0.044, 1.077], [5.362, -3.283, -0.678], [4.530, -2.328, -0.176], [3.268, -3.001, 0.787], [4.844, -1.107, -0.542], [4.075, -0.058, -0.103], [4.445, 1.068, -0.579], [3.704, 2.274, -0.170], [4.081, 3.542, -0.555], [3.369, 4.624, -0.055], [2.318, 4.394, 0.810], [1.987, 3.085, 1.142], [2.661, 2.047, 0.642], [5.349, -4.206, -0.280], [6.236, -2.951, -1.050], [5.293, 1.110, -1.255], [4.925, 3.673, -1.220], [3.647, 5.634, -0.329], [1.752, 5.207, 1.241], [1.177, 2.848, 1.829], [1.359, -0.071, -0.669], [-0.154, -0.187, -0.921], [-0.825, -1.489, 0.149], [-1.946, -2.219, -0.549], [-3.222, -2.214, 0.000], [-4.266, -2.872, -0.639], [-4.041, -3.535, -1.837], [-2.765, -3.546, -2.390], [-1.725, -2.891, -1.749], [-0.879, 1.264, -0.152], [-2.381, 1.162, -0.102], [-2.999, 1.183, 1.145], [-4.379, 1.055, 1.238], [-5.144, 0.896, 0.091], [-4.528, 0.870, -1.156], [-3.152, 1.007, -1.253], [-1.162, -1.053, 1.086], [0.048, -2.117, 0.350], [-3.400, -1.689, 0.933], [-5.256, -2.860, -0.200], [-4.855, -4.041, -2.340], [-2.580, -4.070, -3.319], [-0.729, -2.906, -2.182], [-0.517, 2.101, -0.752], [-0.467, 1.333, 0.857], [-2.390, 1.288, 2.038], [-4.854, 1.075, 2.211], [-6.220, 0.791, 0.166], [-5.121, 0.739, -2.052], [-2.675, 0.982, -2.228], [0.287, -0.988, 3.806], [0.742, 0.173, 2.765], [2.516, 0.462, 2.858], [2.265, -1.863, 1.230], [-0.012, 1.616, 3.028]], "forces_ev_per_a": [[-0.51, -1.02, 0.42], [-0.01, -0.16, -0.03], [0.18, 0.41, -0.16], [-0.20, 0.16, 0.21], [-0.27, -0.01, 0.25], [0.51, -0.49, -0.06], [-0.23, 0.66, -0.01], [0.32, -0.61, -0.15], [0.07, 0.28, -0.08], [0.16, 0.03, -0.13], [-0.16, -0.08, 0.12], [0.04, 0.00, -0.09], [-0.10, 0.42, 0.11], [0.01, 0.00, 0.00], [0.01, 0.00, 0.03], [-0.03, 0.10, -0.01], [-0.02, 0.02, 0.03], [-0.01, -0.03, 0.00], [0.01, -0.01, -0.01], [0.07, 0.00, -0.01], [-0.28, 0.27, 0.11], [0.37, -0.10, -0.22], [0.02, -0.17, -0.01], [0.05, 0.06, 0.01], [-0.04, -0.04, 0.05], [0.06, 0.00, 0.00], [0.05, 0.04, 0.01], [-0.03, 0.02, 0.05], [0.02, -0.03, 0.00], [-0.11, 0.15, -0.02], [0.04, -0.03, 0.01], [-0.06, -0.07, 0.05], [0.01, 0.00, -0.04], [0.04, 0.01, -0.03], [0.01, 0.02, 0.05], [0.03, 0.06, -0.01], [0.03, -0.03, 0.07], [-0.04, -0.01, 0.01], [0.00, -0.03, -0.08], [0.03, 0.00, -0.01], [0.02, 0.00, 0.01], [0.00, 0.02, 0.01], [-0.04, 0.00, 0.01], [-0.05, 0.01, 0.00], [-0.06, 0.18, -0.09], [-0.02, 0.05, -0.02], [0.01, 0.00, -0.02], [0.03, 0.00, -0.01], [0.02, 0.00, 0.02], [-0.02, 0.00, 0.05], [0.20, 0.46, -0.19], [-0.59, -0.30, 0.49], [0.16, 0.29, -0.40], [0.06, -0.19, -0.30], [0.25, -0.33, 0.03]], "mulliken_charge": [0.1760, -0.4299, 0.4507, -0.1171, -1.3414, 1.1880, -0.5205, 0.6516, -0.8601, -0.2335, -1.1039, -0.2188, 0.5962, 0.2083, 0.2474, 0.3758, 0.4421, 0.4237, 0.4515, 0.6586, -0.3798, 0.1531, -0.7566, 0.0797, -0.1276, -0.6878, -0.4387, -0.7352, -0.3906, 0.4175, -0.0096, -0.2230, -0.7124, -0.4367, -0.7234, -0.2704, 0.2938, 0.7984, 0.4902, 0.4033, 0.3998, 0.3951, 0.4304, 0.6595, -0.6538, 0.4208, 0.4263, 0.4140, 0.4155, 0.4148, -0.6802, 1.0208, -0.5536, -0.1488, -0.7494], "homo_energy_ev": [-7.95, -8.04], "max_force_ev_per_a": 1.22, "energy_ha": -5650.2429, "spin_multiplicity": 2, "de_lowest_ev": 1.424}

=====

Entry 2:
{"formula": "C21H21GeN5O6SYb", "method": "the ωB97M-V functional and the def2-TZVPD basis", "symbols": ["Yb", "O", "C", "O", "C", "C", "C", "C", "C", "C", "N", "C", "C", "C", "C", "C", "C", "N", "H", "H", "H", "H", "H", "H", "H", "H", "H", "H", "O", "S", "O", "O", "O", "C", "Ge", "C", "C", "C", "H", "H", "H", "H", "H", "H", "H", "H", "H", "H", "H", "N", "C", "C", "C", "N", "C", "N"], "coordinates": [[-9.085, -14.737, 7.026], [-7.605, -11.246, 13.839], [-8.897, -11.642, 13.773], [-9.648, -11.471, 14.714], [-9.266, -12.224, 12.483], [-10.426, -11.791, 11.789], [-10.747, -12.435, 10.615], [-10.053, -13.550, 10.190], [-8.859, -13.950, 10.781], [-8.491, -13.215, 11.909], [-10.463, -14.309, 9.002], [-11.510, -15.013, 9.082], [-12.111, -15.695, 7.916], [-13.318, -16.362, 7.968], [-13.777, -16.962, 6.825], [-13.055, -16.862, 5.661], [-11.858, -16.189, 5.699], [-11.421, -15.608, 6.791], [-7.279, -11.056, 12.948], [-11.090, -11.013, 12.166], [-11.631, -12.127, 10.021], [-8.368, -14.854, 10.454], [-7.582, -13.547, 12.443], [-12.054, -14.982, 9.979], [-13.890, -16.363, 8.879], [-14.730, -17.461, 6.766], [-13.388, -17.338, 4.804], [-11.174, -16.169, 4.876], [-8.996, -16.948, 7.117], [-7.874, -17.118, 8.159], [-6.693, -17.798, 7.686], [-8.409, -17.737, 9.361], [-7.525, -15.623, 8.343], [-8.714, -16.335, 2.461], [-7.678, -14.975, 3.537], [-6.413, -15.935, 4.687], [-6.679, -13.817, 2.305], [-9.104, -14.140, 4.631], [-8.381, -16.485, 1.440], [-9.745, -15.930, 2.430], [-8.620, -17.247, 3.072], [-5.698, -16.307, 3.949], [-6.949, -16.671, 5.249], [-5.980, -15.176, 5.338], [-6.070, -14.317, 1.538], [-6.085, -13.108, 2.805], [-7.289, -13.088, 1.720], [-9.966, -14.691, 4.158], [-9.231, -13.087, 4.366], [-8.298, -12.657, 7.463], [-7.681, -11.812, 7.958], [-7.044, -10.738, 8.520], [-7.160, -10.550, 9.944], [-7.179, -10.334, 11.085], [-5.964, -10.161, 7.794], [-5.107, -9.626, 7.208]], "forces_ev_per_a": [[0.24, -0.83, -0.68], [-0.54, -0.15, 0.71], [0.26, 1.27, 1.41], [0.59, -0.46, -0.99], [-1.63, 0.11, -1.57], [0.72, -0.43, 0.72], [-1.52, 0.08, -0.73], [0.98, -1.06, -1.26], [-1.10, 0.73, 0.68], [1.22, -1.27, 0.65], [0.33, 0.54, 0.31], [-0.25, 0.65, -0.72], [0.18, 0.03, 0.23], [0.03, 0.31, 0.75], [-0.73, -0.01, -0.60], [0.45, 0.29, 1.28], [0.34, -0.29, -0.28], [0.95, 0.61, 0.19], [0.23, 0.08, -0.58], [0.43, -0.11, 0.03], [0.58, -0.12, 0.48], [0.37, 0.14, -0.13], [-0.53, 0.33, -0.32], [-0.90, -0.35, 1.32], [-0.07, -0.17, 0.25], [-0.14, -0.15, 0.36], [-0.48, -0.72, -1.61], [0.05, 0.15, -0.54], [0.13, -0.19, -0.22], [0.76, -0.19, 0.60], [-0.43, 0.03, -0.68], [-0.35, 0.79, -0.17], [-0.44, 0.12, 0.18], [0.12, 0.66, 0.69], [-1.02, -0.01, -0.10], [-0.18, 1.24, -1.20], [-0.96, 0.50, -1.54], [-0.13, -0.96, -0.16], [0.20, -0.18, -0.04], [0.41, -0.54, 0.05], [-0.41, 0.06, -0.48], [0.28, -0.41, 0.63], [0.09, -0.69, 0.33], [0.31, -0.27, 0.11], [-0.05, -0.17, 0.45], [1.30, 0.58, 1.09], [-0.30, -0.84, 0.27], [0.36, 0.69, 0.40], [0.00, 0.07, 0.09], [0.11, 0.06, 0.18], [-0.67, -0.03, -0.22], [0.72, 0.14, 1.15], [0.43, 0.39, -0.15], [-0.12, -0.36, -0.85], [1.06, 1.20, -0.60], [-1.27, -0.92, 0.86]], "mulliken_charge": [1.3477, -0.4967, 0.2370, -0.5933, 0.2408, -0.8511, -0.1248, -0.1623, -0.1667, -0.2132, 0.0569, -0.1951, 0.6668, -0.9521, -0.2163, -0.9791, 0.1383, -0.1337, 0.5263, 0.4220, 0.4017, 0.4291, 0.3364, 0.5296, 0.4203, 0.4180, 0.5017, 0.3518, -0.5170, 1.1219, -0.6462, -0.7002, -0.6153, -1.2610, 0.5383, -1.2148, -1.2173, -1.1385, 0.3900, 0.3380, 0.3310, 0.4309, 0.3392, 0.3185, 0.3336, 0.4097, 0.3615, -0.0817, 0.4309, -0.4648, 0.5878, -0.2972, 0.3242, -0.5739, 0.0600, -0.5278], "homo_energy_ev": [-5.74, -5.74], "max_force_ev_per_a": 2.27, "energy_ha": -5172.0289, "spin_multiplicity": 2, "de_lowest_ev": 0.055, "total_charge": -1}

=====

Entry 3:
{"formula": "C21H21HgN8S5Sb", "method": "the ωB97M-V functional and the def2-TZVPD basis", "symbols": ["Hg", "S", "Sb", "S", "S", "C", "C", "C", "C", "C", "C", "N", "N", "C", "C", "C", "C", "C", "C", "H", "H", "H", "H", "H", "H", "H", "H", "H", "N", "C", "N", "C", "C", "S", "C", "C", "S", "C", "N", "N", "H", "H", "H", "H", "H", "H", "C", "N", "C", "C", "N", "H", "H", "H", "H", "H", "H"], "coordinates": [[-0.191, 0.052, 0.033], [-4.491, -0.208, -1.737], [-3.513, -1.166, 0.093], [-2.222, 0.729, 1.062], [-1.678, -2.790, -0.864], [0.225, 1.921, -5.330], [-0.701, 2.055, -4.300], [-0.685, 1.206, -3.220], [0.279, 0.178, -3.112], [1.167, 0.016, -4.199], [1.141, 0.878, -5.270], [0.278, -0.621, -2.019], [1.218, -1.605, -1.991], [1.117, -2.493, -1.026], [2.267, -3.299, -0.769], [2.380, -4.086, 0.343], [1.343, -4.131, 1.289], [0.142, -3.514, 0.989], [-0.040, -2.750, -0.167], [0.217, 2.611, -6.167], [-1.451, 2.836, -4.361], [-1.445, 1.276, -2.445], [1.863, -0.807, -4.151], [1.846, 0.744, -6.086], [3.065, -3.236, -1.496], [3.281, -4.670, 0.506], [1.456, -4.721, 2.195], [-0.723, -3.696, 1.623], [-1.590, 3.416, -0.707], [-0.255, 3.364, -0.861], [0.517, 2.492, -0.317], [1.845, 2.758, -0.485], [2.106, 3.902, -1.191], [0.628, 4.656, -1.703], [2.802, 1.844, 0.071], [4.153, 2.049, 0.188], [4.927, 0.653, 0.875], [3.328, -0.118, 0.938], [2.375, 0.627, 0.516], [3.186, -1.352, 1.491], [-1.976, 2.571, -0.262], [-2.133, 3.796, -1.466], [3.050, 4.314, -1.477], [4.724, 2.924, -0.041], [3.915, -2.014, 1.262], [2.264, -1.735, 1.305], [-0.986, -1.017, 5.573], [-0.042, -1.644, 4.681], [0.226, -3.052, 4.861], [0.178, -1.124, 3.496], [0.472, -0.665, 2.485], [-0.627, -1.120, 6.602], [-1.984, -1.467, 5.503], [-1.073, 0.041, 5.330], [0.641, -3.210, 5.862], [0.948, -3.376, 4.114], [-0.681, -3.660, 4.749]], "forces_ev_per_a": [[-0.23, -0.10, -0.91], [-0.04, 0.00, -0.15], [0.20, -0.05, 0.17], [-0.61, -0.11, 0.48], [-0.49, 0.33, -0.09], [0.05, 0.26, -0.36], [0.01, 0.06, 0.02], [-0.16, 0.03, 0.32], [0.00, -0.06, 0.25], [0.20, -0.37, 0.15], [-0.06, 0.21, -0.16], [-0.43, -0.07, 0.50], [1.09, -0.39, -0.05], [-0.55, 0.52, -0.58], [0.43, -0.72, 0.19], [0.31, 0.19, -0.58], [-0.33, -0.20, 0.75], [0.32, -0.15, 0.09], [-0.33, 0.09, 0.03], [0.00, -0.03, -0.05], [-0.08, 0.02, 0.05], [0.03, -0.03, -0.08], [0.07, -0.02, -0.02], [0.04, -0.04, 0.01], [0.11, 0.00, -0.09], [0.06, 0.00, -0.03], [-0.06, -0.04, -0.05], [-0.01, 0.08, -0.05], [-0.41, -0.12, 0.01], [0.36, 0.98, -0.46], [0.01, -0.30, 0.40], [-0.46, 1.58, -0.87], [-0.30, -0.43, 0.15], [0.05, -0.53, 0.45], [1.92, -0.24, 0.38], [-0.52, -0.28, 0.12], [-0.77, 0.09, -0.18], [1.00, -0.10, 0.32], [-0.66, -0.13, -0.18], [0.02, 0.06, -0.04], [-0.17, 0.00, -0.04], [0.05, -0.09, 0.01], [0.29, 0.00, -0.14], [0.08, 0.24, -0.17], [-0.19, 0.07, -0.04], [0.03, -0.16, 0.13], [-0.24, 0.12, 0.17], [-0.13, -0.30, 0.68], [0.06, -0.33, 0.08], [0.30, 0.32, -0.43], [0.17, 0.13, -0.02], [-0.04, 0.02, -0.05], [0.04, -0.01, -0.03], [0.02, -0.04, -0.01], [-0.04, -0.04, -0.06], [-0.02, 0.01, 0.02], [0.02, 0.05, 0.02]], "mulliken_charge": [1.8028, -0.7806, 0.2893, -0.8203, -0.2521, -0.6331, -0.4443, 0.0296, -0.2834, -0.5206, -0.4001, 0.0737, -0.4562, -0.6268, -0.3427, -0.8463, -0.5882, -0.7313, 0.7565, 0.3409, 0.3582, 0.3472, 0.3503, 0.3275, 0.3706, 0.3544, 0.3992, 0.4728, -0.2734, 0.4599, -0.1109, -0.1368, -0.4625, -0.3053, -0.3538, -0.4423, -0.3056, 0.2050, 0.2525, -0.3421, 0.0337, 0.2704, 0.4132, 0.4561, 0.3898, -0.1883, -0.9999, 0.0082, -0.8729, 0.1557, -0.2293, 0.3100, 0.3214, 0.3471, 0.3532, 0.1819, 0.3180], "homo_energy_ev": 0.43, "max_force_ev_per_a": 1.97, "energy_ha": -3635.5256, "de_lowest_ev": 2.610, "total_charge": -2}

=====

> What is the formula in the first record?

C21H21CrN4O5S2Se